Arrangement P

The following is a quantum chemistry calculation of a structure of composition C4H5NO2, from the Open Molecules 2025 dataset.

Atoms and positions in Å:
O1 1.82030 -0.55252 1.69690
C1 0.94850 -0.23073 0.94375
N1 -0.40174 -0.82547 0.91227
C2 -1.22074 0.21430 0.26618
C3 -0.27191 0.39621 -0.89668
O2 0.38670 1.65492 -0.87905
C4 1.09472 0.49272 -0.39706
H1 -0.33521 -1.41944 -0.05214
H2 -1.41024 1.12985 0.83893
H3 -2.16699 -0.23022 -0.05064
H4 -0.39424 -0.87305 -1.34970
H5 1.95085 0.24342 -1.03275

- HOMO: -9.92 eV

Arrangement Q

The following is a quantum chemistry calculation of an isolated molecule of C4H5NO2, from the Open Molecules 2025 dataset.

Atoms and positions in Å:
N1 -2.23373 -0.35428 -0.40320
C1 -0.90349 0.01834 -0.21210
C2 0.25462 -0.69584 -0.29911
C3 1.29559 0.20923 0.07422
O1 2.59727 -0.14064 0.25414
C4 0.73898 1.41989 0.28817
O2 -0.63486 1.31296 0.07851
H1 -2.90398 0.06186 0.23189
H2 -2.37780 -1.35708 -0.44178
H3 0.42914 -1.69228 -0.67576
H4 2.60946 -1.10022 0.36293
H5 1.12880 2.31806 0.74209

- SMILES: Nc1cc(O)co1
- HOMO: -7.72 eV

Which of them is most stable? Easy: arrangement Q.

Arrangement P

The following is a quantum chemistry calculation of a cluster of 2 separate species, C4H5NO2 in total, from the Open Molecules 2025 dataset.

Atoms and positions in Å:
C1 0.61094 -0.93996 0.48899
C2 -1.67330 0.16500 0.55483
C3 -0.21954 0.94721 0.12914
C4 1.54518 -1.18151 -0.43101
O1 -0.09926 -1.55944 1.27115
N1 -0.01696 1.17561 -1.11809
O2 -2.34054 0.60856 1.42286
H1 0.38229 2.09227 -1.32462
H2 -1.93198 -0.50973 -0.26704
H3 -0.06090 1.75068 0.85821
H4 1.92256 -2.18698 -0.54127
H5 1.88150 -0.36170 -1.04317

- SMILES: [H]/N=C/C=O.C=C=O
- HOMO: -9.05 eV

Arrangement Q

The following is a quantum chemistry calculation of an isolated molecule of C4H5NO2, from the Open Molecules 2025 dataset.

Atoms and positions in Å:
O1 2.73092 -0.34102 -0.11822
C1 1.53895 -0.48150 -0.01830
C2 0.56060 0.53967 -0.51263
C3 -0.71733 0.01102 -1.11202
N1 -0.70743 0.67467 0.15546
C4 -1.04735 0.13953 1.38933
O2 -0.32181 0.12479 2.35300
H1 1.00169 1.45499 -0.90053
H2 1.08531 -1.39889 0.41583
H3 -0.85101 -1.07171 -1.12669
H4 -1.17492 0.55329 -1.93434
H5 -2.09763 -0.20484 1.40910

- SMILES: O=C[C@H]1CN1C=O
- HOMO: -10.09 eV

Which of them is most stable? Easy: arrangement Q.

Arrangement P

The following is a quantum chemistry calculation of a structure of composition C4H5NO2, from the Open Molecules 2025 dataset.

Atoms and positions in Å:
C1 0.45557 -0.67511 -0.05243
C2 -0.65575 -0.86854 0.58267
C3 -1.38555 0.28690 0.19576
C4 -0.55479 1.15287 -0.51730
H1 2.52032 -0.75679 0.42559
H2 1.79995 -2.60183 -0.27243
H3 -0.84252 -1.69349 1.14024
H4 -2.26534 0.55720 0.91105
H5 -1.05049 3.10787 -0.59627
N1 1.69665 -1.25695 -0.06614
O1 -0.38479 2.32570 -1.09576
O2 0.66675 0.42216 -0.65499

- HOMO: -7.41 eV

Arrangement Q

The following is a quantum chemistry calculation of an isolated molecule of C4H5NO2, from the Open Molecules 2025 dataset.

Atoms and positions in Å:
C1 1.68923 -0.11099 0.47240
C2 0.24422 -0.04369 0.11133
C3 -0.80607 -0.30609 0.90516
O1 -1.95663 -0.53741 0.14365
C4 -1.71801 0.30197 -0.88124
O2 -2.53766 1.06020 -1.30058
N1 -0.28344 0.24188 -1.15149
H1 1.98905 -1.16373 0.52833
H2 2.35545 0.39931 -0.22730
H3 1.83065 0.31396 1.46881
H4 -1.00606 -0.17836 1.94974
H5 0.19928 0.02296 -2.01881

- SMILES: Cc1coc(=O)[nH]1
- HOMO: -8.48 eV

Arrangement R

The following is a quantum chemistry calculation of an isolated molecule of C4H5NO2, from the Open Molecules 2025 dataset.

Atoms and positions in Å:
O1 -0.15989 -1.22376 -2.87204
C1 0.02836 -0.43389 -1.98930
C2 -0.86858 -0.34157 -0.74943
O2 -1.99941 -0.75665 -0.67067
N1 -0.23580 0.40291 0.19998
C3 1.02832 0.26202 0.82854
C4 -0.37990 0.41788 1.59035
H1 0.85755 0.30960 -2.00820
H2 1.72177 1.04525 0.47339
H3 1.54205 -0.65081 1.09425
H4 -1.07709 -0.36604 1.95175
H5 -0.45737 1.33505 2.15139

- SMILES: O=CC(=O)N1CC1
- HOMO: -9.92 eV

Arrangement S

The following is a quantum chemistry calculation of an isolated molecule of C4H5NO2, from the Open Molecules 2025 dataset.

Atoms and positions in Å:
O1 2.30772 -1.14551 0.23434
C1 1.35828 -0.39064 0.39257
C2 1.04657 0.88803 -0.03020
C3 -0.67564 -1.12596 -0.27484
N1 -1.54725 -0.09901 -0.41402
C4 -1.31463 1.08690 -0.04637
O2 -0.12571 1.54100 0.37470
H1 0.41940 -0.78046 0.98750
H2 1.76585 1.57668 -0.45825
H3 -0.19547 -1.51640 -1.17102
H4 -0.95463 -1.88753 0.45313
H5 -2.08449 1.85290 -0.04754

- HOMO (alpha / beta): -8.13 / -8.13 eV

Which of them is most stable? Easy: arrangement Q.

Arrangement P

The following is a quantum chemistry calculation of an isolated molecule of C4H5NO2, from the Open Molecules 2025 dataset.

Atoms and positions in Å:
C1 1.03631 0.02500 0.55312
C2 -0.33388 -0.20872 -0.02273
C3 -0.55060 0.37812 -1.47239
C4 -1.06009 0.58411 0.92485
H1 1.97372 -0.67305 0.15638
H2 1.14937 -0.07675 1.69719
H3 1.25432 1.17795 0.55722
H4 0.03088 -2.15338 -0.06226
H5 -1.49784 -0.01308 -1.88958
N1 -1.57633 1.33409 1.61234
O1 -0.65620 -1.45163 0.11279
O2 0.23035 1.07734 -2.16694

- SMILES: C[C@@](O)(C#N)C=O
- HOMO: -10.50 eV

Arrangement Q

The following is a quantum chemistry calculation of an isolated molecule of C4H5NO2, from the Open Molecules 2025 dataset.

Atoms and positions in Å:
C1 -1.21662 0.01703 0.03558
C2 -0.29765 -1.13399 0.04373
C3 0.99091 -1.17585 0.03977
C4 2.00634 -0.11293 -0.11449
H1 -1.86589 1.93248 -0.13897
H2 0.02038 1.74607 0.23872
H3 -0.74817 -2.08199 -0.01279
H4 1.44612 -2.13221 0.14396
H5 3.05243 -0.40505 -0.11913
N1 -0.91136 1.36308 0.02395
O1 -2.38463 -0.31995 -0.06156
O2 1.83172 1.04915 0.02318

- SMILES: NC(=O)/C=C\C=O
- HOMO: -9.92 eV

Arrangement R

The following is a quantum chemistry calculation of an isolated molecule of C4H5NO2, from the Open Molecules 2025 dataset.

Atoms and positions in Å:
O1 -2.28854 -0.67265 0.48145
C1 -1.41220 -0.71885 -0.34542
C2 0.03954 -0.94126 0.01830
C3 1.08369 -0.19154 -0.74428
N1 0.78690 0.14055 0.62216
C4 0.25194 1.36419 1.01339
O2 0.57654 2.42564 0.53812
H1 -1.63485 -0.60533 -1.42665
H2 0.24869 -1.93441 0.41993
H3 0.74609 0.51513 -1.50439
H4 2.05610 -0.63859 -0.92552
H5 -0.45389 1.25713 1.85292

- SMILES: O=C[C@H]1CN1C=O
- HOMO: -10.04 eV

Arrangement S

The following is a quantum chemistry calculation of a cluster of 2 separate species, C4H5NO2 in total, from the Open Molecules 2025 dataset.

Atoms and positions in Å:
C1 -1.18783 -0.07126 -0.04095
C2 2.11495 -0.58154 -0.90238
C3 -2.00171 1.04097 0.35751
C4 1.84691 -0.18768 0.28185
N1 -0.72190 0.61100 0.91991
O1 -0.85291 -1.17158 -0.63124
O2 2.33016 -0.85051 -2.01527
H1 -2.27634 1.81936 -0.42286
H2 -2.79456 0.82882 1.11391
H3 1.24464 -0.76607 0.96572
H4 2.28034 0.70151 0.81036
H5 0.01827 -1.37301 -0.43655

- SMILES: OC1=NC1.C=C=O
- HOMO: -9.26 eV

Which of them is most stable? Easy: arrangement Q.